Density functional theory data (ωB97M-V with the def2-TZVPD basis set) for a structure of composition C24H48O12S6 at a distorted geometry.

Last column: Löwdin charge in e.
CARTESIAN COORDINATES (ANGSTROEM)
C1 -6.3461 0.4219 -0.3386  -0.21
C2 -5.0881 1.0809 0.2294  -0.29
C3 -4.2871 1.6179 -0.7966  -0.22
S1 -4.4201 0.3479 -2.1026  0.63
O1 -3.3791 -0.6181 -1.9686  -0.30
O2 -4.5191 1.0199 -3.3416  -0.31
C4 -5.9381 -0.2141 -1.5496  -0.32
H1 -6.7841 1.3959 -0.6976  0.15
H2 -6.7411 -0.3011 0.2924  0.11
H3 -4.5111 0.3459 0.6924  0.10
H4 -5.2581 1.7049 1.1004  0.12
H5 -3.3221 1.8569 -0.6616  0.06
H6 -4.7851 2.4879 -1.3426  0.15
H7 -6.0061 -1.3451 -1.5216  0.13
H8 -6.8701 -0.1271 -2.3486  0.18
C5 0.2899 0.0519 -1.4846  -0.22
C6 1.7769 0.0599 -1.8096  -0.29
C7 2.4199 -0.6821 -0.8766  -0.30
S2 1.6709 -0.1981 0.6014  0.61
O3 1.9869 1.1839 0.8994  -0.32
O4 1.7119 -1.0341 1.7064  -0.28
C8 -0.0131 -0.1131 -0.0366  -0.21
H9 -0.1621 -0.6961 -1.9946  0.06
H10 -0.0661 1.0909 -1.9666  0.15
H11 2.1029 1.0889 -1.7686  0.13
H12 2.0959 -0.0981 -2.7196  0.09
H13 3.4449 -0.4171 -0.9556  0.12
H14 2.2809 -1.8311 -0.9456  0.16
H15 -0.7221 0.7649 0.2944  0.12
H16 -0.5731 -1.2351 0.0394  0.17
C9 5.4479 -1.7781 2.0804  -0.16
C10 5.1469 -2.4951 0.7944  -0.27
C11 6.0349 -3.7061 0.6854  -0.23
S3 7.5609 -2.9431 1.1174  0.58
O5 7.9059 -2.1471 0.0134  -0.26
O6 8.3579 -4.0121 1.5644  -0.29
C12 7.0199 -1.9891 2.4164  -0.18
H17 4.7909 -1.9951 2.8244  0.07
H18 5.0869 -0.7161 2.0324  0.13
H19 5.2729 -1.8921 -0.1466  0.13
H20 4.1959 -2.8931 0.9724  0.09
H21 6.2829 -4.2651 -0.1926  0.11
H22 5.6529 -4.3921 1.4434  0.12
H23 7.4709 -1.0351 2.3934  0.09
H24 7.1309 -2.3761 3.3664  0.08
C13 -0.5031 3.1649 3.8734  -0.26
C14 -0.8961 2.2629 5.1004  -0.29
C15 -1.9341 1.4429 4.6394  -0.28
S4 -2.1751 1.5469 2.9324  0.60
O7 -3.3381 2.2979 2.7314  -0.26
O8 -2.0941 0.2149 2.3474  -0.32
C16 -0.7061 2.3949 2.6684  -0.31
H25 0.6749 3.6579 4.0864  0.21
H26 -1.2761 3.8999 3.9244  0.10
H27 -1.0601 2.8299 5.9634  0.10
H28 0.0649 1.9169 5.5034  0.12
H29 -2.9701 1.5869 5.1314  0.16
H30 -1.4231 0.4869 4.9824  0.15
H31 -0.7941 3.3139 1.9054  0.15
H32 0.3129 1.7369 2.4314  0.16
C17 0.3899 -5.0581 -0.6486  -0.14
C18 -0.2371 -3.7991 -1.1706  -0.33
C19 -0.5581 -3.9101 -2.4636  -0.25
S5 -1.3351 -5.5241 -2.5116  0.73
O9 -1.2101 -6.0531 -3.9226  -0.36
O10 -2.6171 -5.4791 -1.8836  -0.28
C20 -0.2031 -6.2711 -1.4586  -0.21
H33 -0.0001 -5.1141 0.4584  0.16
H34 1.4589 -5.1441 -0.8226  0.11
H35 0.4749 -3.0571 -1.1056  0.07
H36 -0.9591 -3.6571 -0.3666  0.14
H37 0.2969 -3.8191 -3.1476  0.15
H38 -1.0491 -3.2761 -2.9946  0.06
H39 0.4269 -6.9021 -2.2246  0.16
H40 -0.5071 -6.9251 -0.9136  -0.01
C21 0.0909 4.0839 -2.6346  -0.22
C22 -0.1231 3.9239 -1.1816  -0.29
C23 -0.3881 5.2459 -0.7836  -0.33
S6 -1.4841 6.0509 -1.9296  0.63
O11 -0.9241 7.2549 -2.4486  -0.31
O12 -2.8401 5.8689 -1.5206  -0.30
C24 -1.1711 4.8089 -3.1496  -0.23
H41 0.0759 2.9809 -3.0856  0.15
H42 0.9579 4.3489 -2.9746  0.06
H43 0.8279 3.6909 -0.6486  0.14
H44 -1.0421 3.4169 -0.7066  0.15
H45 0.5229 5.7689 -0.5296  0.12
H46 -1.0501 5.4469 0.1694  0.14
H47 -0.9951 5.2459 -4.3606  0.19
H48 -2.0571 4.1239 -3.2556  0.11

Atoms 1-2, force components in eV/Å:
C 1.519 4.623 0.043
C -1.071 -1.228 3.840

Its HOMO energy is -10.36 eV. For the relative energy (zero: lowest compared OMol25 entry of this formula, charge and spin), the calculation gives 1380.3 kJ/mol. The calculated total energy comes out at -4234.67946 Eh. As for the net charge: 0.